{
  "formula": "C24H25N5O4S3Ti",
  "method": "ωB97M-V/def2-TZVPD",
  "species": ["Ti", "N", "C", "S", "N", "N", "C", "C", "C", "C", "C", "C", "C", "C", "C", "C", "C", "C", "N", "H", "H", "H", "H", "H", "H", "H", "H", "H", "H", "H", "O", "S", "O", "N", "C", "O", "C", "C", "C", "C", "C", "C", "H", "H", "H", "H", "C", "C", "S", "O", "C", "C", "H", "H", "H", "H", "H", "H", "H", "H", "H", "H"],
  "xyz": [[-0.5282, 0.5350, 0.2641], [-1.9526, -1.4550, -3.4859], [-1.5914, -1.0932, -2.2109], [-2.0156, 0.5121, -1.6739], [-0.9523, -1.9552, -1.4939], [-0.5904, -1.4573, -0.2644], [-0.1468, -2.3462, 0.6210], [0.1013, -3.7685, 0.2961], [-0.5793, -4.7735, 0.9778], [-0.3404, -6.1095, 0.6867], [0.5854, -6.4499, -0.2876], [1.2662, -5.4504, -0.9717], [1.0247, -4.1164, -0.6879], [0.0435, -1.8234, 1.9326], [0.5869, -2.5473, 3.0127], [0.6845, -1.9557, 4.2425], [0.2449, -0.6294, 4.4094], [-0.2401, 0.0386, 3.3170], [-0.3418, -0.5178, 2.0942], [-2.7175, -0.9447, -3.8910], [-1.9308, -2.4456, -3.6695], [-1.3083, -4.5046, 1.7332], [-0.8805, -6.8821, 1.2193], [0.7762, -7.4910, -0.5152], [1.9910, -5.7121, -1.7321], [1.5508, -3.3341, -1.2175], [0.9287, -3.5587, 2.8473], [1.1046, -2.5015, 5.0771], [0.3042, -0.1305, 5.3659], [-0.5650, 1.0685, 3.3858], [3.8786, -0.2482, 0.8085], [3.0724, -0.1187, -0.3678], [2.8496, -1.2746, -1.1842], [1.6493, 0.6207, -0.0092], [1.5310, 1.8078, -0.6010], [0.4545, 2.4362, -0.4725], [2.7041, 2.2237, -1.4037], [2.9049, 3.3838, -2.1284], [4.1052, 3.5197, -2.8128], [5.0710, 2.5167, -2.7686], [4.8646, 1.3496, -2.0411], [3.6682, 1.2316, -1.3678], [2.1417, 4.1499, -2.1593], [4.2952, 4.4132, -3.3925], [5.9970, 2.6476, -3.3129], [5.6095, 0.5663, -2.0076], [-2.2850, 4.0735, -1.0435], [-1.8035, 4.3775, 0.3615], [-2.2729, 3.2645, 1.6961], [-1.6981, 1.8941, 1.4168], [-4.0653, 3.1169, 1.4504], [-4.4837, 1.9753, 0.5406], [-1.8566, 4.8105, -1.7237], [-3.3695, 4.1376, -1.1280], [-1.9540, 3.0914, -1.3730], [-2.1480, 5.3517, 0.7224], [-0.7137, 4.3692, 0.4123], [-4.3990, 4.0952, 1.0972], [-4.4651, 2.9758, 2.4551], [-4.1664, 2.1174, -0.4888], [-5.5705, 1.8894, 0.5621], [-4.0577, 1.0339, 0.8822]],
  "forces_ev_per_a": [[0.1, 0.0, 0.0], [0.0, 0.0, 0.0], [0.0, 0.0, 0.0], [0.0, 0.0, 0.0], [0.0, 0.0, 0.0], [0.0, 0.0, 0.0], [0.0, 0.0, 0.0], [0.0, 0.0, 0.0], [0.0, 0.0, 0.0], [0.0, 0.0, 0.0], [0.0, 0.0, 0.0], [0.0, 0.0, 0.0], [0.0, 0.0, 0.0], [0.0, 0.0, 0.0], [0.0, 0.0, 0.0], [0.0, 0.0, 0.0], [0.0, 0.0, 0.0], [0.0, 0.0, 0.0], [0.0, 0.0, 0.0], [0.0, 0.0, 0.0], [0.0, 0.0, 0.0], [0.0, 0.0, 0.0], [0.0, 0.0, 0.0], [0.0, 0.0, 0.0], [0.0, 0.0, 0.0], [0.0, 0.0, 0.0], [0.0, 0.0, 0.0], [0.0, 0.0, 0.0], [0.0, 0.0, 0.0], [0.0, 0.0, 0.0], [0.0, 0.0, 0.0], [0.1, 0.0, 0.0], [0.0, 0.0, 0.0], [-0.1, 0.0, 0.0], [-0.1, 0.1, 0.0], [0.1, 0.0, 0.0], [0.1, -0.1, 0.0], [0.0, 0.0, 0.0], [0.0, 0.0, 0.0], [0.0, 0.0, 0.0], [0.0, 0.0, 0.0], [-0.1, 0.0, 0.0], [0.0, 0.0, 0.0], [0.0, 0.0, 0.0], [0.0, 0.0, 0.0], [0.0, 0.0, 0.0], [0.0, 0.0, 0.0], [0.0, 0.0, 0.0], [0.0, 0.0, 0.0], [-0.1, 0.0, 0.0], [0.0, 0.0, 0.0], [0.0, 0.0, 0.0], [0.0, 0.0, 0.0], [0.0, 0.0, 0.0], [0.0, 0.0, 0.0], [0.0, 0.0, 0.0], [0.0, 0.0, 0.0], [0.0, 0.0, 0.0], [0.0, 0.0, 0.0], [0.0, 0.0, 0.0], [0.0, 0.0, 0.0], [0.0, 0.0, 0.0]],
  "e_above_lowest_kj_mol": 0.00,
  "e_lumo_ha": [0.00263, -0.00104],
  "orbital_gap_ev": [5.64, 7.37],
  "max_force_ev_per_a": 0.19,
  "multiplicity": 3
}